{"formula": "C89H207N7O25", "method": "ωB97M-V with the def2-TZVPD basis set", "species": ["C", "C", "C", "C", "C", "C", "N", "O", "C", "C", "C", "H", "H", "H", "H", "H", "H", "H", "H", "H", "H", "H", "H", "H", "H", "H", "H", "H", "H", "H", "C", "C", "C", "C", "C", "C", "N", "O", "C", "C", "C", "H", "H", "H", "H", "H", "H", "H", "H", "H", "H", "H", "H", "H", "H", "H", "H", "H", "H", "H", "C", "C", "C", "C", "C", "C", "N", "O", "C", "C", "C", "H", "H", "H", "H", "H", "H", "H", "H", "H", "H", "H", "H", "H", "H", "H", "H", "H", "H", "H", "C", "C", "C", "C", "C", "C", "N", "O", "C", "C", "C", "H", "H", "H", "H", "H", "H", "H", "H", "H", "H", "H", "H", "H", "H", "H", "H", "H", "H", "H", "C", "C", "C", "C", "C", "C", "N", "O", "C", "C", "C", "H", "H", "H", "H", "H", "H", "H", "H", "H", "H", "H", "H", "H", "H", "H", "H", "H", "H", "H", "C", "C", "C", "C", "C", "C", "N", "O", "C", "C", "C", "H", "H", "H", "H", "H", "H", "H", "H", "H", "H", "H", "H", "H", "H", "H", "H", "H", "H", "H", "C", "C", "C", "C", "C", "C", "N", "O", "C", "C", "C", "H", "H", "H", "H", "H", "H", "H", "H", "H", "H", "H", "H", "H", "H", "H", "H", "H", "H", "H", "C", "C", "C", "O", "H", "H", "H", "H", "H", "H", "H", "H", "C", "C", "C", "O", "H", "H", "H", "H", "H", "H", "H", "H", "C", "C", "C", "O", "H", "H", "H", "H", "H", "H", "H", "H", "C", "C", "C", "O", "H", "H", "H", "H", "H", "H", "H", "H", "C", "C", "O", "O", "H", "H", "H", "H", "H", "H", "C", "C", "O", "O", "H", "H", "H", "H", "H", "H", "C", "C", "O", "O", "H", "H", "H", "H", "H", "H", "C", "C", "O", "O", "H", "H", "H", "H", "H", "H", "C", "C", "O", "O", "H", "H", "H", "H", "H", "H", "C", "C", "O", "O", "H", "H", "H", "H", "H", "H", "C", "C", "O", "O", "H", "H", "H", "H", "H", "H"], "xyz": [[9.3758, 6.2516, 37.1977], [10.1693, 6.9573, 36.0716], [11.1948, 7.8319, 36.9399], [12.4639, 8.2288, 36.0961], [13.1530, 7.0577, 35.3342], [12.1478, 6.2698, 34.4945], [10.9252, 5.9109, 35.3490], [10.1212, 5.0040, 34.7262], [11.7651, 7.0921, 33.2228], [12.8627, 4.9994, 34.1049], [9.3082, 7.9066, 35.2873], [9.3373, 6.6972, 38.1917], [9.8208, 5.2813, 37.4179], [8.3195, 6.1985, 36.9341], [10.6152, 8.6583, 37.3512], [11.4444, 7.3036, 37.8601], [13.1519, 8.6286, 36.8409], [12.1820, 8.9926, 35.3714], [13.6819, 6.4870, 36.0975], [13.8863, 7.5257, 34.6773], [12.6518, 7.2124, 32.6004], [11.0439, 6.5614, 32.6012], [11.3088, 8.0716, 33.3656], [12.3464, 4.4604, 33.3106], [13.8396, 5.1876, 33.6597], [13.0140, 4.3059, 34.9321], [8.4519, 8.1428, 35.9191], [8.8883, 7.5136, 34.3614], [9.8628, 8.8022, 35.0072], [10.3679, 4.1503, 35.0895], [15.8530, 3.2523, 36.7791], [17.0060, 3.3495, 35.7752], [17.0644, 4.8432, 35.3941], [18.3688, 5.3809, 34.6983], [19.5647, 5.0904, 35.6399], [19.6963, 3.5789, 36.0402], [18.3152, 2.9652, 36.3715], [18.3446, 1.6890, 36.8363], [20.4452, 2.7793, 34.9663], [20.5234, 3.5573, 37.2920], [16.7520, 2.4016, 34.5034], [15.4923, 2.2435, 36.9802], [14.9970, 3.8369, 36.4421], [16.1340, 3.6368, 37.7596], [16.2005, 5.1684, 34.8145], [16.9162, 5.3806, 36.3308], [18.3127, 6.4539, 34.5153], [18.4333, 4.8214, 33.7651], [19.5928, 5.6977, 36.5446], [20.3625, 5.3763, 34.9544], [20.6672, 1.8085, 35.4095], [19.8364, 2.5405, 34.0943], [21.3888, 3.2466, 34.6846], [21.4921, 3.9728, 37.0146], [20.0125, 4.0110, 38.1413], [20.6926, 2.5564, 37.6893], [15.7657, 2.6501, 34.1116], [16.9751, 1.3487, 34.6763], [17.4858, 2.6604, 33.7401], [18.6938, 1.1446, 36.1269], [16.5654, -4.9777, 30.7212], [15.7020, -3.7520, 30.5109], [16.3042, -2.9088, 29.4150], [16.1592, -3.4132, 27.9981], [14.7087, -3.5419, 27.6846], [13.9325, -4.4722, 28.6817], [14.3336, -4.2044, 30.1066], [13.6232, -4.9028, 31.0851], [12.4115, -4.2233, 28.4561], [14.1335, -5.9562, 28.4235], [15.6441, -2.8502, 31.8130], [17.4719, -4.7229, 31.2703], [16.8274, -5.5175, 29.8112], [16.0197, -5.6930, 31.3366], [15.9728, -1.8705, 29.4298], [17.3855, -2.9113, 29.5521], [16.7115, -4.3322, 27.8023], [16.5049, -2.6423, 27.3094], [14.6037, -4.0348, 26.7181], [14.3293, -2.5231, 27.6050], [11.8184, -4.8929, 29.0790], [12.0899, -3.2276, 28.7613], [11.9775, -4.3416, 27.4633], [13.6895, -6.6695, 29.1178], [13.7212, -6.2901, 27.4713], [15.1411, -6.2920, 28.1783], [16.5464, -2.6779, 32.3998], [14.9218, -3.2812, 32.5062], [15.2626, -1.8456, 31.6303], [14.1069, -5.7312, 31.0467], [12.0554, 6.1095, 29.6691], [10.8809, 5.0660, 29.3272], [9.6861, 5.1218, 30.2984], [8.8482, 6.4141, 30.2386], [8.5255, 6.7426, 28.7919], [9.6165, 6.5836, 27.7362], [10.4062, 5.3613, 27.9624], [11.3026, 5.1448, 26.9714], [8.9160, 6.3890, 26.3893], [10.4153, 7.8816, 27.6792], [11.2948, 3.5808, 29.5005], [12.7250, 6.4687, 28.8877], [12.7249, 5.6067, 30.3670], [11.7554, 6.9644, 30.2752], [8.9775, 4.3034, 30.1707], [10.1504, 5.0519, 31.2820], [9.3477, 7.2249, 30.7690], [7.8824, 6.2670, 30.7221], [8.2225, 7.7896, 28.7861], [7.6195, 6.1990, 28.5238], [9.5469, 6.5861, 25.5226], [8.5780, 5.3643, 26.2350], [8.0577, 7.0573, 26.3193], [10.6205, 8.3034, 28.6632], [11.3892, 7.7799, 27.2004], [9.9969, 8.6541, 27.0340], [10.7768, 2.7940, 28.9522], [11.5356, 3.2112, 30.4973], [12.3061, 3.6586, 29.1013], [11.1550, 4.2359, 26.7000], [23.2341, 1.3405, 26.4334], [23.8471, 1.9818, 27.6969], [25.3492, 2.3980, 27.5478], [25.5318, 3.6071, 26.6726], [24.7858, 4.7840, 27.1660], [23.2541, 4.4986, 27.3413], [23.0925, 3.2099, 28.0946], [21.7927, 2.9948, 28.3830], [22.7494, 5.5986, 28.2829], [22.5830, 4.6374, 25.9636], [23.8332, 0.9523, 28.8705], [22.1509, 1.3245, 26.5546], [23.5877, 0.3109, 26.3804], [23.5006, 1.8276, 25.4954], [25.8220, 2.6498, 28.4971], [25.8798, 1.5894, 27.0451], [25.3276, 3.3953, 25.6230], [26.5986, 3.8066, 26.7735], [24.8903, 5.5142, 26.3635], [25.2649, 5.1836, 28.0598], [23.4120, 5.6545, 29.1467], [22.7589, 6.5588, 27.7672], [21.7622, 5.4506, 28.7206], [23.2043, 4.1487, 25.2131], [21.7041, 3.9948, 25.9110], [22.3475, 5.6385, 25.6024], [24.4819, 0.1414, 28.5393], [22.8264, 0.5573, 29.0065], [24.3342, 1.3475, 29.7542], [21.7675, 3.2734, 29.3014], [9.3540, -2.1113, 31.9040], [10.4870, -1.0674, 32.0211], [9.7445, 0.2989, 32.1835], [10.5822, 1.3981, 32.8134], [11.2762, 0.9181, 34.0017], [12.0875, -0.4091, 33.9505], [11.3214, -1.4036, 33.1617], [11.8915, -2.7076, 33.1159], [13.4587, -0.1769, 33.3346], [12.1594, -0.9224, 35.3829], [11.2973, -1.0204, 30.7621], [8.8796, -2.5149, 32.7984], [9.8389, -2.9647, 31.4298], [8.5391, -1.7227, 31.2931], [9.5171, 0.6040, 31.1621], [8.7893, 0.1773, 32.6944], [9.8899, 2.1906, 33.0976], [11.2891, 1.8025, 32.0890], [10.5054, 0.8459, 34.7690], [12.0054, 1.6698, 34.3040], [13.4226, 0.1910, 32.3092], [13.9306, 0.5253, 34.0218], [13.9915, -1.1278, 33.3214], [12.6790, -0.1484, 35.9478], [11.1462, -1.0040, 35.7765], [12.7054, -1.8620, 35.4675], [11.9252, -1.9097, 30.7069], [11.9569, -0.1539, 30.7160], [10.6731, -1.0797, 29.8705], [12.6351, -2.6924, 32.5090], [8.5175, -3.5966, 25.9365], [8.4800, -2.0523, 26.2353], [8.7911, -1.2860, 24.9309], [7.6432, -1.0452, 23.8763], [6.3273, -0.6684, 24.6173], [5.9423, -1.4951, 25.9209], [7.1607, -1.6401, 26.7456], [6.8656, -2.2276, 27.9937], [4.8778, -0.6238, 26.6523], [5.2587, -2.8214, 25.4762], [9.6501, -1.7054, 27.1759], [8.4619, -3.6574, 24.8496], [7.6412, -4.0628, 26.3869], [9.4631, -4.0600, 26.2179], [9.1904, -0.3151, 25.2245], [9.6393, -1.7025, 24.3875], [7.4297, -1.9938, 23.3836], [7.9018, -0.2694, 23.1556], [5.6061, -0.8804, 23.8280], [6.2035, 0.3808, 24.8855], [4.1090, -0.2706, 25.9651], [4.4683, -1.0858, 27.5506], [5.2821, 0.2893, 27.0893], [5.1056, -3.4543, 26.3503], [4.3066, -2.6558, 24.9721], [5.9225, -3.4498, 24.8823], [9.7758, -0.6849, 27.5378], [10.6340, -2.1132, 26.9444], [9.4360, -2.1677, 28.1395], [6.7906, -3.1298, 27.6744], [20.3278, -3.1425, 28.5241], [20.3038, -3.3870, 30.0541], [21.1320, -4.6019, 30.5066], [20.9328, -2.3354, 30.6768], [21.3271, -3.1271, 28.0890], [19.7428, -2.2619, 28.2589], [19.8750, -4.0310, 28.0840], [19.2491, -3.3551, 30.3276], [21.8866, -5.0444, 29.8563], [20.3912, -5.2993, 30.8977], [21.7198, -4.4381, 31.4098], [21.8752, -2.4957, 30.5889], [14.5679, 2.8390, 30.9890], [15.3599, 1.8813, 30.1429], [14.6493, 1.4979, 28.8898], [16.4711, 2.4684, 29.7229], [13.5758, 2.4416, 31.2036], [14.4817, 3.8146, 30.5104], [15.0087, 3.0650, 31.9599], [15.6091, 1.0100, 30.7485], [14.3061, 2.3202, 28.2620], [13.7791, 0.9184, 29.1982], [15.3119, 0.8780, 28.2858], [17.0300, 1.7846, 29.3465], [12.9294, -1.7413, 24.8779], [12.6924, -0.2391, 25.0817], [13.9786, 0.5453, 25.0764], [11.8223, 0.1153, 24.0519], [12.0336, -2.3389, 25.0470], [13.7110, -2.0877, 25.5540], [13.3484, -1.9720, 23.8985], [12.1285, -0.1192, 26.0067], [14.6201, 0.2991, 24.2302], [14.5811, 0.2647, 25.9403], [13.8221, 1.6239, 25.0977], [11.3672, 0.9080, 24.3452], [16.6207, 5.9921, 30.0483], [17.3012, 5.7801, 28.6756], [18.7452, 5.1178, 28.7152], [16.4778, 4.8345, 28.0899], [17.0951, 6.8416, 30.5396], [16.7702, 5.1663, 30.7439], [15.5680, 6.2370, 29.9067], [17.2180, 6.6837, 28.0716], [19.5593, 5.8328, 28.8346], [18.7829, 4.7867, 27.6773], [18.7345, 4.4003, 29.5356], [16.4602, 4.1654, 28.7780], [10.3194, 3.5539, 24.1812], [9.3271, 2.6732, 24.8432], [9.7486, 2.2624, 26.0879], [11.5550, 2.9193, 24.0496], [10.3169, 4.5735, 24.5665], [9.9523, 3.7175, 23.1680], [9.0444, 1.8302, 24.2127], [8.4231, 3.2733, 24.9464], [9.1079, 1.6584, 26.4703], [12.2580, 3.5547, 23.8963], [18.1999, -2.2798, 24.5892], [19.6704, -2.1754, 24.0995], [20.3942, -1.3140, 24.9483], [17.3366, -3.0642, 23.7282], [17.7751, -1.2768, 24.5483], [18.0963, -2.7187, 25.5815], [19.6822, -1.6558, 23.1414], [20.2830, -3.0764, 24.0677], [21.2944, -1.6123, 24.7986], [16.7521, -2.5660, 23.1522], [13.8344, 5.7611, 24.3465], [14.4320, 5.7634, 25.7115], [15.8161, 5.7912, 25.6791], [13.8806, 4.4433, 23.7333], [14.3929, 6.4850, 23.7531], [12.8012, 6.1038, 24.2905], [14.0116, 4.9257, 26.2679], [14.0814, 6.6564, 26.2289], [16.1041, 5.3985, 26.5064], [14.6318, 4.3656, 23.1405], [22.5014, 4.0566, 32.1053], [23.7716, 4.6967, 31.6977], [24.4400, 3.9439, 30.7295], [21.6501, 3.8912, 31.0545], [22.0609, 4.5495, 32.9720], [22.7301, 3.0383, 32.4196], [24.4103, 4.7519, 32.5793], [23.6963, 5.7222, 31.3360], [23.8756, 3.6126, 30.0271], [20.8051, 3.4875, 31.2660], [16.3506, -1.4550, 36.2017], [17.3088, -1.5135, 35.0104], [18.5590, -0.8325, 35.3467], [15.7215, -0.1370, 36.2925], [16.9262, -1.7775, 37.0693], [15.5792, -2.2113, 36.0565], [16.9072, -1.0184, 34.1263], [17.5242, -2.4921, 34.5813], [19.1491, -0.8426, 34.5896], [16.4113, 0.5180, 36.4222], [18.5283, 1.0550, 25.8953], [17.2650, 1.8653, 25.9112], [17.3738, 2.8902, 24.9731], [18.5329, -0.1681, 26.6927], [19.3471, 1.7025, 26.2090], [18.9435, 0.8468, 24.9092], [17.1279, 2.2128, 26.9352], [16.3671, 1.2678, 25.7537], [16.6929, 3.5366, 25.1736], [19.1798, -0.7258, 26.2543], [19.4057, 0.5780, 29.8167], [19.2710, 1.2338, 31.2635], [19.1274, 2.6619, 31.2674], [18.1831, 0.6387, 29.1027], [19.5728, -0.4965, 29.7423], [20.1988, 1.0681, 29.2520], [20.0999, 1.0246, 31.9397], [18.3378, 0.8396, 31.6657], [18.3066, 2.8481, 30.8056], [18.3416, 0.4324, 28.1786]], "forces_ev_per_a": [[-0.838, -0.573, -0.257], [1.594, -0.070, 2.375], [0.337, -1.003, -1.795], [-0.857, -0.341, 0.906], [-1.232, 1.495, 1.171], [-1.090, 0.625, 0.383], [2.952, 1.542, 1.036], [-1.295, -0.556, -1.250], [0.032, -0.572, -0.104], [-0.152, -0.895, -0.942], [-0.581, 0.176, -0.630], [0.420, 0.868, -0.209], [-0.276, -0.213, -0.379], [-0.047, -0.693, -0.177], [0.130, 0.487, -0.511], [0.484, -0.501, -0.305], [0.287, 0.382, -0.372], [0.083, 0.230, 0.131], [-0.078, -0.570, -0.267], [0.148, -0.248, -0.109], [0.127, 0.117, -0.009], [-0.032, -0.339, 0.149], [0.268, 0.026, 0.509], [-0.354, -0.143, 0.022], [0.169, 0.386, 0.174], [-0.095, 0.151, 0.215], [0.046, 0.504, -0.088], [0.087, -0.394, 0.007], [-0.145, 0.154, 0.126], [-0.023, -0.141, 0.144], [0.005, -0.561, 0.485], [1.049, -0.923, -1.469], [0.668, 0.972, -0.231], [-1.289, -1.411, 1.982], [-0.750, -0.857, -1.545], [-1.703, 0.125, -0.269], [0.314, 3.651, -0.083], [0.172, -1.059, 0.515], [-0.509, -0.648, 0.265], [0.200, -0.830, 0.716], [0.612, 1.670, 0.614], [0.055, -0.103, -0.257], [-0.014, -0.005, -0.211], [0.265, 0.221, -0.085], [-0.234, -0.515, -0.267], [0.281, 0.164, 0.230], [-0.181, -0.085, -0.163], [0.495, 0.200, -0.216], [-0.282, 0.163, -0.194], [0.901, -0.180, 0.698], [0.319, -0.177, 0.002], [-0.027, 0.456, -0.259], [-0.112, -0.013, -0.013], [0.078, 0.313, 0.560], [0.187, 0.747, -0.275], [0.120, -0.328, -0.457], [-0.148, -0.649, -0.054], [-0.725, 0.057, 0.300], [0.041, 0.392, -0.208], [-0.013, -0.763, -0.305], [0.210, -0.481, 0.725], [-0.683, 0.137, 0.251], [1.126, 0.263, -0.789], [-0.210, 0.164, -0.139], [-0.495, -1.580, 0.306], [-0.663, 0.126, 0.376], [-0.217, 3.235, -1.038], [0.702, -0.127, -0.648], [-0.487, 0.369, 1.168], [0.636, -1.197, -1.852], [-1.023, -0.520, -0.176], [0.142, -0.073, -0.041], [-0.012, 0.276, -0.176], [0.121, -0.122, 0.252], [-0.190, 0.026, 0.242], [0.109, 0.420, 0.588], [0.073, -0.086, 0.095], [0.599, -0.034, 0.036], [-0.258, 0.191, -0.232], [-0.630, -0.184, 0.322], [0.113, -0.161, 0.185], [0.355, 0.229, 0.144], [0.840, -0.244, -0.416], [0.025, 0.441, 0.462], [-0.796, 0.441, -0.236], [0.644, 0.364, 0.844], [0.459, -0.518, -0.482], [0.021, -0.255, 0.115], [-0.080, -0.038, -0.576], [-0.414, -0.883, 0.685], [-0.083, -1.398, 1.531], [-0.562, 0.760, -0.086], [-0.235, 1.854, 0.423], [0.524, -0.631, -0.193], [-0.520, 0.445, 0.354], [0.058, -0.332, -0.628], [-2.789, -0.602, 2.266], [1.886, 0.164, -0.980], [-0.144, 0.032, -0.596], [1.221, 0.544, -0.247], [2.639, 0.691, -1.291], [-0.583, -0.322, -0.548], [0.258, -0.269, 0.165], [-0.556, 0.121, -0.353], [0.444, -0.363, -0.271], [-0.240, -0.295, 0.244], [0.135, 0.153, -0.139], [0.115, -0.032, 0.343], [-0.103, 0.153, -0.322], [0.138, -0.355, -0.243], [0.277, 0.256, 0.137], [-0.173, -0.079, 0.418], [-0.047, 0.053, -0.016], [-0.176, 0.045, 0.045], [0.229, -0.589, 0.072], [-0.755, -0.019, 0.277], [-0.445, 0.485, -0.104], [-0.748, 0.614, 0.367], [0.365, -0.890, -0.521], [-0.151, -0.361, -0.192], [0.434, -0.203, 0.514], [0.312, 0.525, 0.590], [-1.208, -0.216, -0.877], [1.088, -0.724, 0.015], [-0.987, 0.384, -0.507], [0.877, 0.872, 0.625], [3.388, 0.987, -0.603], [-2.036, -0.965, -0.140], [-0.036, 0.132, 0.383], [-0.110, -1.842, -0.297], [0.102, 0.333, -1.251], [-0.060, 0.004, -0.111], [-0.046, -0.146, -0.156], [-0.032, 0.196, 0.119], [-0.280, -0.412, 0.294], [0.076, -0.367, 0.399], [-0.086, -0.062, -0.071], [0.196, 0.310, -0.536], [-0.193, 0.566, 0.258], [-0.293, -0.077, 0.206], [0.133, 0.125, -0.099], [0.036, 0.049, 0.020], [-0.136, -0.174, -0.452], [0.355, 0.239, -0.190], [-0.512, 0.373, 0.260], [0.087, 0.026, 0.459], [-0.093, -0.268, -0.049], [0.044, 0.070, 0.465], [-0.558, 0.190, 0.185], [-0.631, 0.051, 0.658], [0.632, -0.635, -0.739], [-1.350, 0.359, 0.933], [0.760, -0.228, -0.265], [-0.692, 0.024, -1.583], [0.924, -0.562, 1.564], [-1.332, -0.692, -1.285], [-0.765, 0.284, 1.286], [-0.604, 0.830, 0.289], [-0.071, -0.055, 0.715], [0.449, 0.569, -0.093], [0.450, -0.593, -0.884], [0.475, 0.551, 0.462], [-0.472, -0.319, -0.284], [0.158, -0.072, -0.374], [-0.318, -0.036, -0.079], [0.123, -0.121, 0.271], [0.196, 0.368, -0.103], [0.007, 0.071, -0.190], [0.186, -0.243, 0.411], [-0.006, 0.167, 0.409], [-0.088, 0.232, 0.073], [0.678, 0.019, -0.351], [0.267, 0.117, 0.153], [0.164, -0.127, 0.341], [0.096, -0.264, -0.026], [-0.113, 0.021, -0.016], [0.203, -0.110, -0.029], [-0.109, 0.164, -0.071], [-0.076, 0.309, -0.076], [0.391, 0.033, -0.463], [-0.016, 1.138, -0.447], [0.550, -0.401, -1.275], [-0.473, 1.164, -1.133], [-0.048, -0.592, 2.768], [0.038, -0.644, -0.125], [0.011, 0.655, -1.487], [0.278, 2.070, 0.041], [0.189, -0.233, -0.875], [0.673, 0.090, 0.615], [0.937, -0.234, 0.805], [-0.727, -0.476, 2.086], [-0.301, -0.515, 0.007], [0.337, -0.520, -0.077], [-0.228, -0.097, 0.316], [-0.196, 0.267, 0.077], [0.104, -0.459, 0.298], [0.178, 0.049, -0.371], [0.133, -0.209, -0.020], [-0.732, 0.172, 0.396], [0.534, 0.152, -0.154], [-0.172, -0.472, -0.036], [-0.327, -0.527, -0.373], [0.636, 0.105, -0.333], [-0.513, 0.071, 0.249], [0.136, 0.037, 0.046], [-0.015, 0.302, -0.533], [-0.233, 0.493, -0.868], [-0.195, 0.057, -0.767], [-0.151, -0.483, 0.189], [-0.314, -0.876, 1.023], [-0.415, -1.282, 0.373], [1.693, -0.262, -1.741], [-1.244, -1.161, 0.824], [0.346, 2.580, 1.126], [0.182, 0.387, 0.293], [0.135, 0.021, -0.030], [-0.360, 0.026, -0.350], [0.154, -0.477, 0.506], [-0.662, -0.050, -0.705], [0.304, -0.917, -0.512], [-0.186, 0.809, 0.162], [0.082, 0.296, 0.084], [-0.429, 0.441, 0.637], [-2.589, -0.451, 0.759], [-1.388, -1.288, -0.048], [3.755, 3.148, 0.013], [-0.106, 0.054, -0.135], [-0.222, -0.053, -0.352], [0.372, -0.297, 0.070], [-0.170, -0.527, 0.100], [0.146, 0.308, 0.272], [-0.302, -0.288, -0.470], [-0.072, -0.213, -0.076], [1.047, -0.546, -0.472], [0.859, 0.058, 0.519], [-0.221, -1.500, -0.225], [0.493, -0.001, 0.344], [-0.620, 0.255, -0.746], [-0.038, 0.117, -0.090], [-0.116, -0.072, 0.301], [-0.324, 0.278, -0.317], [0.336, 0.146, 0.530], [-0.244, 0.012, -0.378], [-0.117, 0.047, 0.311], [-0.101, 0.008, -0.012], [0.087, 0.485, -0.352], [1.343, 1.454, 0.019], [0.703, 0.073, 1.871], [-1.592, 2.043, -0.435], [-0.770, -0.981, -1.226], [-0.060, 0.224, 0.197], [-0.188, -0.359, -0.265], [-0.005, -0.199, 0.043], [0.408, 0.093, 0.027], [-0.085, 0.038, 0.315], [0.563, -0.904, 0.329], [0.321, -0.298, -0.580], [-0.568, -1.240, -0.215], [-0.175, 0.485, -1.632], [-1.375, 0.386, -0.521], [0.989, -0.399, 1.369], [0.147, -0.304, 0.783], [0.513, -0.108, 0.774], [-0.511, 0.003, -0.325], [0.264, -0.275, -0.232], [-0.365, 0.178, -0.121], [-0.089, -0.050, 0.069], [0.537, 0.170, -0.165], [-0.743, -0.141, -1.457], [-0.802, 0.088, -0.577], [0.404, 0.325, 0.958], [0.971, -0.757, 0.339], [0.317, 0.178, 0.596], [0.255, 0.165, 0.033], [-0.315, -0.590, -0.517], [-0.877, -0.612, -0.367], [0.287, 0.598, 0.560], [0.323, 0.489, 0.235], [0.399, -0.171, -1.096], [-1.429, 0.437, 0.656], [0.730, -0.409, -0.901], [-0.157, 0.528, 0.274], [0.167, -0.075, -0.280], [-0.099, -0.222, 0.494], [0.168, -0.291, 0.147], [-0.329, 0.280, 0.096], [0.334, -0.253, 0.504], [0.055, 0.077, 0.062], [0.246, -1.128, 1.660], [0.625, 0.381, -0.251], [1.287, -0.460, 0.256], [-1.009, 0.813, -2.402], [-0.212, 0.421, -0.035], [0.570, -0.155, 0.641], [0.131, -0.119, 0.065], [-0.591, 0.266, 0.053], [-0.573, 0.142, -0.538], [-0.523, -0.145, 0.357], [0.293, 0.746, -1.074], [0.658, 0.735, -0.779], [-0.663, -0.254, 0.341], [0.294, -1.935, 0.150], [-0.089, 0.475, 0.406], [-0.272, 0.326, -0.056], [-0.566, 0.478, 0.174], [0.075, -0.572, 0.835], [-0.054, -0.139, -0.176], [0.424, 0.110, 0.237], [1.815, -0.109, -0.381], [-0.720, -1.032, 0.873], [0.292, 0.197, -0.202], [-0.827, 1.364, -0.710], [-0.005, 0.257, 0.823], [-0.895, -0.422, -0.514], [0.113, 0.552, 0.202], [0.096, -0.372, -0.402], [-0.097, 0.426, -0.059], [0.518, -0.268, 0.078], [0.285, 0.046, 0.411], [-0.737, -0.623, -1.335], [0.641, -0.524, -0.210], [-1.149, 1.400, 1.116], [0.947, 0.042, 1.370], [0.130, 0.300, 0.031], [0.061, -0.303, -0.327], [0.023, -0.351, 0.344], [-0.513, 0.213, -0.174], [0.312, -0.596, -0.647]], "homo_lumo_gap_ev": 7.784, "total_charge": 0, "spin_multiplicity": 1}